Below is a cluster of 9 separate species, C23H64O13 in total in a non-equilibrium geometry, with properties calculated with ωB97M-V/def2-TZVPD.

The geometry in XYZ format:
```
100
Properties=species:S:1:pos:R:3:mulliken_charge:R:1
C 1.67 -2.65 -3.80 -0.73
C 1.59 -2.53 -2.31 0.85
O 1.61 -3.86 -1.73 -0.63
O 1.79 -1.41 -4.28 -0.36
H 0.78 -2.79 -4.21 0.45
H 2.46 -3.35 -4.14 0.25
H 0.68 -1.93 -2.12 -0.08
H 2.45 -2.07 -1.93 -0.15
H 0.74 -4.14 -1.61 0.29
H 0.94 -1.02 -4.18 0.08
C 0.01 0.54 -0.09 0.77
C 1.43 0.18 0.20 -0.13
O 1.44 -0.84 1.16 -0.05
O 0.06 1.57 -1.08 -0.09
H -0.49 0.95 0.74 -0.52
H -0.66 -0.22 -0.50 0.07
H 2.00 1.06 0.61 0.23
H 2.17 -0.12 -0.65 -0.46
H 2.35 -1.15 1.27 0.05
H -0.36 2.25 -0.70 -0.10
C -1.43 4.63 -0.46 -0.28
C -2.65 5.31 -0.25 -0.69
O -2.93 6.34 -1.18 -0.57
O -1.29 3.74 0.57 -0.33
H -0.41 5.27 -0.52 0.25
H -1.62 4.21 -1.33 0.41
H -2.46 5.90 0.68 0.33
H -3.46 4.80 -0.04 0.37
H -2.50 7.15 -1.01 0.30
H -1.16 4.25 1.31 0.23
C -2.03 -0.02 -3.18 -0.20
C -2.60 -0.40 -4.45 -1.02
O -3.98 -0.31 -4.35 -0.55
O -0.53 0.03 -3.32 -0.20
H -2.07 -0.57 -2.38 0.72
H -2.41 0.93 -3.17 0.14
H -2.12 -1.17 -4.92 0.50
H -2.13 0.50 -5.17 0.25
H -4.11 0.62 -4.65 0.37
H -0.30 0.74 -2.70 0.05
C -2.49 -3.90 2.82 -2.16
C -1.15 -3.27 2.52 1.45
C -0.23 -4.01 1.52 -1.70
O -1.28 -2.03 1.80 0.04
H -2.49 -4.86 3.22 0.50
H -3.09 -3.85 2.09 0.67
H -2.93 -3.32 3.63 0.37
H -0.59 -3.07 3.51 -0.31
H -0.75 -4.11 0.49 0.18
H -0.27 -5.01 1.86 0.55
H 0.72 -3.69 1.48 0.58
H -0.52 -1.74 1.57 -0.18
C -3.66 0.89 1.10 -0.66
C -4.24 0.04 2.19 1.33
C -5.74 0.18 2.31 -1.37
O -4.03 -1.27 1.83 -0.58
H -3.74 2.04 1.45 0.18
H -4.12 0.80 0.10 0.39
H -2.53 0.66 1.11 -0.28
H -3.60 0.36 3.07 -0.33
H -5.98 -0.53 3.12 0.40
H -6.21 -0.01 1.32 0.34
H -5.99 1.37 2.47 0.26
H -2.87 -1.32 1.59 0.42
C 5.26 -0.62 0.12 -0.84
C 5.27 -1.11 1.52 0.45
C 5.43 -0.03 2.59 -1.68
O 4.02 -1.87 1.66 -0.57
H 6.08 -0.05 -0.32 0.44
H 4.54 0.22 -0.13 0.07
H 4.96 -1.53 -0.78 0.16
H 6.09 -1.72 1.47 0.36
H 5.89 -0.34 3.56 0.35
H 4.47 0.54 2.88 0.26
H 6.03 0.52 2.26 0.71
H 4.22 -2.57 1.08 0.28
C 2.04 1.92 -5.50 -0.73
C 3.30 1.81 -4.73 0.20
C 3.18 1.95 -3.15 -0.60
O 3.87 0.60 -4.99 -0.61
H 2.46 1.89 -6.71 0.27
H 1.28 2.71 -5.20 0.26
H 1.65 0.91 -5.47 0.06
H 3.94 2.49 -5.31 0.33
H 2.56 2.86 -2.74 0.24
H 4.10 1.88 -2.77 0.50
H 2.72 1.06 -2.90 -0.25
H 3.42 -0.16 -4.62 0.41
C -0.51 0.42 3.89 -0.88
C -1.12 -0.26 5.01 1.41
C -0.38 -1.18 5.89 -1.72
O -1.63 0.78 5.80 -0.57
H 0.21 1.09 4.57 0.22
H -1.03 1.08 3.22 0.10
H 0.16 0.09 3.30 0.11
H -1.97 -0.96 4.54 -0.13
H 0.35 -0.77 6.43 0.51
H 0.11 -1.97 5.25 0.24
H -1.14 -1.44 6.51 0.40
H -2.44 0.98 5.54 0.35
```

Calculated values
Orbital gap   9.6 eV
2S+1   1
DFT total energy   -1892.25969 hartree
SMILES   CC(C)O.CC(C)O.CC(C)O.CC(C)O.CC(C)O.OCCO.OCCO.OCCO.OCCO
Relative energy (zero: lowest compared OMol25 entry of this formula, charge and spin)   14.284 eV
HOMO energy   -9.330 eV